Density functional theory data (ωB97M-V/def2-TZVPD) for C52H44BaCl2N5O6 as an isolated structure.

The geometry in ORCA input format:
```
! RIJCOSX wB97M-V def2-TZVPD def2/J DEFGRID3
* xyz -1 1
Ba 0.638 0.370 0.508
C -4.867 1.555 -6.521
O -4.507 0.213 -6.285
C -3.807 -0.046 -5.133
C -3.552 0.885 -4.139
C -2.831 0.499 -3.011
C -2.357 -0.799 -2.813
C -2.664 -1.720 -3.830
C -3.357 -1.353 -4.967
C -1.594 -1.097 -1.582
C -0.370 -1.876 -1.630
C 0.006 -2.981 -2.540
C 1.143 -3.539 -2.054
C 1.533 -2.800 -0.864
N 0.585 -1.802 -0.708
C 2.645 -2.991 -0.058
C 3.134 -2.153 1.030
C 4.077 -2.451 2.038
C 4.135 -1.336 2.885
C 3.242 -0.389 2.346
C 2.663 0.899 3.004
C 3.630 1.602 3.922
C 3.202 2.333 5.017
C 4.096 3.046 5.811
C 5.444 3.043 5.489
O 6.406 3.713 6.197
C 5.982 4.442 7.327
C 5.893 2.334 4.377
C 4.992 1.628 3.606
C 1.321 0.502 3.670
N 0.204 0.342 2.936
C -0.760 -0.212 3.722
C -2.108 -0.454 3.204
C -3.187 -0.580 4.225
C -3.335 -1.743 4.965
C -4.345 -1.882 5.915
C -5.229 -0.834 6.126
O -6.265 -0.868 7.025
C -6.387 -2.024 7.820
C -5.095 0.344 5.397
C -4.081 0.464 4.466
C -2.476 -0.545 1.881
C -3.812 -0.576 1.280
C -3.660 -0.630 -0.062
C -2.207 -0.708 -0.338
N -1.578 -0.619 0.828
C -0.242 -0.393 5.014
C 1.100 0.036 4.973
N 2.675 -0.891 1.241
C 3.469 -4.201 -0.335
C 2.934 -5.487 -0.326
C 3.720 -6.591 -0.608
C 5.066 -6.428 -0.908
O 5.763 -7.576 -1.179
C 7.132 -7.439 -1.487
C 5.627 -5.155 -0.917
C 4.824 -4.060 -0.623
H -5.320 1.581 -7.509
H -3.993 2.213 -6.504
H -5.593 1.910 -5.783
H -3.889 1.909 -4.218
H -2.617 1.245 -2.253
H -2.403 -2.760 -3.713
H -3.587 -2.084 -5.733
H -0.526 -3.324 -3.410
H 1.671 -4.381 -2.477
H 4.622 -3.375 2.162
H 4.721 -1.239 3.786
H 2.147 2.363 5.248
H 3.722 3.602 6.658
H 6.877 4.885 7.756
H 5.511 3.790 8.070
H 5.280 5.234 7.052
H 6.948 2.351 4.138
H 5.340 1.079 2.741
H -2.651 -2.565 4.792
H -4.428 -2.808 6.464
H -7.224 -1.847 8.490
H -5.483 -2.202 8.410
H -6.594 -2.910 7.211
H -5.790 1.154 5.579
H -3.969 1.384 3.905
H -4.746 -0.565 1.823
H -4.440 -0.686 -0.807
H -0.762 -0.795 5.870
H 1.811 -0.002 5.784
H 1.886 -5.614 -0.087
H 3.307 -7.591 -0.595
H 7.505 -8.444 -1.668
H 7.686 -6.991 -0.656
H 7.282 -6.829 -2.383
H 6.670 -4.997 -1.146
H 5.250 -3.065 -0.622
N -0.346 3.110 -0.538
C 0.332 4.210 0.156
C 1.744 3.822 0.606
C 1.764 3.043 1.926
O 1.245 3.450 2.927
O 2.434 1.868 1.814
H -0.096 3.073 -1.519
H -1.354 3.186 -0.487
H -0.246 4.471 1.043
H 0.401 5.109 -0.466
H 2.291 4.737 0.847
H 2.284 3.296 -0.183
Cl 1.247 1.314 -3.101
C 0.742 0.028 -4.229
Cl 1.938 -0.226 -5.503
H -0.193 0.341 -4.678
H 0.638 -0.884 -3.652
*
```

Kohn-Sham gap = 0.18846 Ha
Energy relative to the best compared isomer or geometry (same formula, charge and spin) = 0.0 kJ/mol

Density functional theory data (ωB97M-V/def2-TZVPD) for C52H44BrClINO8P2V as an isolated structure.

The geometry in ORCA input format:
```
! RIJCOSX wB97M-V def2-TZVPD def2/J DEFGRID3
* xyz 2 2
V -1.064 1.334 -0.426
O 0.957 2.012 -0.684
C 0.901 3.404 -0.917
C -0.282 3.689 -1.804
C -0.333 4.825 -2.601
C -1.474 5.075 -3.345
C -2.519 4.167 -3.284
C -2.394 3.058 -2.464
N -1.301 2.826 -1.740
H 1.645 1.816 -0.021
H 1.833 3.757 -1.384
H 0.744 3.953 0.028
H 0.497 5.513 -2.622
H -1.551 5.965 -3.949
H -3.425 4.319 -3.847
H -3.205 2.341 -2.392
O -3.764 0.697 -1.406
Cl -2.938 0.866 -0.241
O -2.736 -1.696 -0.797
O -3.601 0.813 1.015
O -0.316 -0.312 -0.874
C 2.283 -6.144 -0.902
C 2.971 -4.766 -0.955
C 4.463 -4.925 -1.282
C 2.796 -4.112 0.406
C 3.447 -4.584 1.541
C 3.256 -4.001 2.782
C 2.394 -2.928 2.938
C 1.724 -2.440 1.828
P 0.581 -0.994 1.854
C 1.776 0.347 2.125
C 2.846 0.452 1.229
C 3.821 1.420 1.415
C 3.725 2.309 2.479
C 2.632 2.242 3.332
C 1.657 1.275 3.158
C -0.469 -1.175 3.333
C 0.044 -1.115 4.626
C -0.804 -1.255 5.712
C -2.164 -1.442 5.522
C -2.678 -1.488 4.235
C -1.838 -1.348 3.143
C 1.929 -3.041 0.585
O 1.193 -2.489 -0.426
C 1.429 -2.898 -1.697
C 0.718 -2.199 -2.673
C 0.867 -2.530 -4.012
C 1.738 -3.544 -4.362
C 2.427 -4.239 -3.382
C 2.289 -3.939 -2.031
P -0.571 -1.041 -2.172
C -2.077 -2.071 -1.976
C -2.065 -2.922 -0.720
C -2.860 -4.140 -0.750
C -3.706 -4.386 -1.769
C -3.683 -3.601 -2.963
C -2.828 -2.572 -3.118
C -0.664 0.223 -3.467
C 0.546 0.870 -3.720
C 0.606 1.883 -4.658
C -0.541 2.237 -5.356
C -1.745 1.602 -5.091
C -1.819 0.594 -4.140
H 2.734 -6.761 -0.130
H 2.377 -6.658 -1.854
H 1.225 -6.031 -0.672
H 4.972 -5.508 -0.520
H 4.946 -3.953 -1.346
H 4.595 -5.440 -2.228
H 4.104 -5.434 1.456
H 3.788 -4.383 3.640
H 2.255 -2.475 3.906
H 2.923 -0.249 0.405
H 4.665 1.479 0.743
H 4.496 3.048 2.645
H 2.548 2.938 4.154
H 0.821 1.225 3.840
H 1.100 -0.961 4.792
H -0.395 -1.202 6.712
H -2.821 -1.537 6.374
H -3.739 -1.621 4.082
H -2.245 -1.356 2.141
H 0.304 -1.988 -4.756
H 1.861 -3.814 -5.398
H 3.079 -5.045 -3.675
H -1.195 -2.900 -0.063
H -2.727 -4.838 0.060
H -4.333 -5.264 -1.751
H -4.295 -3.926 -3.789
H -2.649 -2.119 -4.081
H 1.433 0.556 -3.182
H 1.545 2.377 -4.850
H -0.493 3.010 -6.106
H -2.628 1.883 -5.644
H -2.761 0.117 -3.912
Br -4.646 6.867 3.054
C -2.865 6.385 3.497
C -2.481 6.366 4.835
C -1.190 6.008 5.176
C -0.280 5.649 4.192
C -0.660 5.665 2.863
C -1.946 6.039 2.510
I -2.459 6.084 0.470
H -3.200 6.633 5.597
H -0.891 6.007 6.212
H 0.728 5.367 4.456
H 0.038 5.389 2.088
O -1.438 2.985 0.875
C -1.255 2.221 1.835
O -0.920 1.045 1.607
H -1.349 2.574 2.879
*
```

Expectation value of S² = 1.23
Kohn-Sham gap (spin up / spin down) = 0.17222 / 0.18345 Ha